An isolated molecule of C3H5N3O2S at a distorted geometry. Source: OMol25; level of theory: the ωB97M-V functional and the def2-TZVPD basis.

CARTESIAN COORDINATES (ANGSTROEM)
H1 1.35308 -1.52615 2.12121
O1 -2.96075 1.25390 0.63643
H2 2.08159 -0.34058 -1.38988
O2 -2.58400 -0.55759 -1.00186
H3 1.64959 1.22215 -2.08269
C1 1.69686 0.66510 -1.17217
H4 2.30292 1.08654 -0.37301
H5 -1.61834 -1.55457 1.37207
N1 1.30559 -0.93527 1.35810
C2 0.41413 0.45689 -0.50962
N2 -0.68756 1.00327 -0.74792
C3 0.32242 -0.52775 0.71772
S1 -2.04034 0.34327 0.00359
N3 -1.23519 -0.58920 1.06803

Properties
Relative energy (zero: lowest compared OMol25 entry of this formula, charge and spin) in kJ/mol: 269.8
Multiplicity: 3
E_LUMO (spin up / spin down) in hartree: 0.01314 / -0.17157
Kohn-Sham gap (spin up / spin down) in eV: 6.8 / 5.5